No. 1
Density functional theory data (the ωB97M-V functional and the def2-TZVPD basis) for a molecular structure, C17H34LiN8OP.

```
62
Properties=species:S:1:pos:R:3:forces:R:3
Li -0.342 1.162 -0.465 -0.235 -0.489 -0.232
C 1.988 -1.497 -3.682 0.012 0.019 0.012
N 0.564 -1.292 -3.882 -0.061 -0.171 0.002
C 0.188 -1.228 -5.285 0.020 0.049 -0.047
C -0.112 -0.606 -2.892 0.088 0.088 -0.074
N 0.414 -0.059 -1.875 0.171 0.257 0.133
N -1.500 -0.617 -3.051 0.049 -0.022 -0.082
C -2.429 0.144 -2.365 -0.243 0.171 0.110
N -3.696 0.034 -2.911 0.023 -0.193 0.013
N -2.145 0.816 -1.321 0.099 0.078 0.028
H 2.320 -2.283 -4.359 -0.015 0.006 -0.001
H 2.178 -1.822 -2.661 0.012 -0.003 0.004
H 2.572 -0.593 -3.882 0.003 0.018 0.037
H 0.389 -2.189 -5.759 -0.013 0.006 0.000
H 0.766 -0.460 -5.811 -0.020 0.010 0.009
H -0.864 -0.996 -5.421 -0.005 0.022 0.028
H 1.423 0.049 -1.925 0.026 -0.070 -0.130
H -1.874 -1.290 -3.694 0.000 -0.099 0.012
H -3.789 -0.164 -3.892 0.064 0.069 -0.042
H -4.386 0.668 -2.550 -0.036 0.029 0.034
H -2.930 1.356 -0.971 -0.065 -0.033 -0.124
N 0.079 4.940 0.843 0.092 0.054 -0.091
C 0.513 3.812 0.206 -0.176 0.113 0.207
O -0.256 2.820 0.179 0.329 0.412 -0.017
C 1.827 3.844 -0.346 -0.195 -0.047 0.087
C 2.368 2.702 -0.952 0.066 -0.180 -0.176
N 2.812 1.757 -1.451 -0.091 -0.077 0.017
C 2.584 5.030 -0.287 0.135 0.186 0.007
N 3.143 6.039 -0.209 -0.027 -0.027 0.005
H 0.593 5.800 0.744 -0.010 -0.025 0.028
H -0.900 4.993 1.057 -0.035 -0.051 0.006
C -1.046 -0.947 4.214 0.074 0.073 -0.028
C -0.610 0.127 3.218 -0.112 0.058 -0.166
C -1.701 1.194 3.058 0.123 -0.017 0.035
P -0.074 -0.444 1.514 0.163 -0.464 0.493
C -0.820 -2.150 1.369 0.008 0.149 -0.122
C -2.311 -2.005 1.056 0.067 -0.006 0.047
C -0.127 -2.941 0.256 -0.040 0.038 0.109
C 1.736 -0.817 1.769 -0.092 0.142 0.013
C 2.494 0.500 1.972 -0.070 -0.077 -0.062
C 2.082 -1.815 2.869 -0.015 0.008 -0.113
H -1.246 -0.481 5.182 -0.017 -0.029 0.012
H -0.284 -1.711 4.359 -0.048 -0.018 0.029
H -1.965 -1.438 3.890 0.000 -0.017 0.020
H 0.279 0.623 3.618 -0.011 0.010 -0.015
H -2.631 0.746 2.697 -0.008 0.019 -0.009
H -1.391 1.956 2.342 -0.044 0.022 0.015
H -1.911 1.677 4.016 -0.030 -0.018 -0.002
H -0.701 -2.688 2.312 -0.007 0.017 -0.001
H -2.443 -1.474 0.110 -0.032 -0.001 0.010
H -2.838 -1.444 1.830 -0.020 0.001 -0.034
H -2.784 -2.987 0.972 -0.002 0.003 0.001
H -0.067 -2.340 -0.652 0.023 -0.017 -0.071
H -0.695 -3.848 0.032 0.014 -0.007 0.005
H 0.883 -3.241 0.539 0.004 0.014 -0.048
H 2.048 -1.229 0.803 0.003 0.005 -0.013
H 2.322 0.904 2.972 0.012 -0.005 -0.002
H 2.185 1.250 1.244 0.055 0.038 0.008
H 3.567 0.342 1.855 -0.001 0.015 0.023
H 1.819 -1.413 3.849 0.022 -0.023 0.014
H 3.158 -2.007 2.870 -0.001 -0.019 0.027
H 1.570 -2.770 2.736 0.018 0.004 0.062
```
Positions in Å, forces in eV/Å.

Values from the calculation:
Highest occupied orbital energy: -7.358 eV
Spin multiplicity: 1
Maximum force: 0.7 eV/Å
Orbital gap: 7.32 eV
Energy above the lowest of the compared OMol25 structures with the same formula, charge and spin: 0.2126 eV
Energy: -41646.3253 eV

---

No. 2
Density functional theory data (the ωB97M-V functional and the def2-TZVPD basis) for C11H16N2OS2 in the gas phase in a non-equilibrium geometry.

```
32
Properties=species:S:1:pos:R:3:forces:R:3
S -0.951 -2.165 1.058 -1.122 -2.015 -0.039
O 2.551 -2.074 -1.711 -1.407 1.076 0.328
S -2.194 1.587 4.086 0.367 2.211 -0.769
C -0.443 -0.665 0.747 -2.698 0.476 4.920
C -2.821 3.168 4.627 -0.108 -1.577 0.788
C -2.403 4.200 3.895 -1.303 1.379 -1.366
C -1.610 3.777 2.764 -0.611 -2.058 2.191
C -1.371 2.432 2.724 -0.928 -0.265 -0.353
N -1.241 0.369 1.340 2.244 -0.602 -1.848
N 0.833 -0.493 0.374 0.413 3.152 -1.319
C -0.673 1.697 1.556 0.425 0.013 2.207
C 2.651 -3.091 -2.704 1.832 1.044 -0.169
C 0.791 -0.260 -1.072 3.581 0.006 -1.744
C 1.685 -2.815 -3.748 -4.115 -0.580 -0.849
C 0.697 -1.705 -3.236 2.348 1.194 0.035
C 1.105 -1.642 -1.687 1.531 1.606 -4.176
H -3.517 3.253 5.456 0.211 -0.368 -0.116
H -2.993 5.183 3.961 1.593 -1.318 0.052
H -1.187 4.399 2.076 0.843 1.712 -1.858
H -1.869 -0.054 2.016 -0.040 0.442 -0.340
H 1.360 -1.310 0.610 0.247 -0.347 -0.300
H 0.414 1.718 1.804 -0.476 -0.823 -0.082
H -0.701 2.271 0.660 -0.568 0.699 -0.699
H 3.591 -3.098 -3.308 0.177 0.239 1.675
H 2.495 -4.041 -2.301 -0.054 -1.573 1.059
H -0.073 0.140 -1.563 -1.644 -0.485 0.789
H 1.435 0.597 -1.456 0.419 -1.338 0.797
H 1.076 -3.721 -3.969 0.237 0.396 0.262
H 2.179 -2.663 -4.658 0.403 1.033 -1.433
H -0.336 -1.979 -3.434 -0.041 0.219 0.201
H 0.964 -0.677 -3.745 -0.682 -1.868 1.014
H 0.554 -2.336 -1.158 -1.075 -1.682 1.143
```
Positions in Å, forces in eV/Å.

Values from the calculation:
Highest occupied orbital energy: -8.351 eV
Spin multiplicity: 1
Maximum force: 5.6 eV/Å
Orbital gap: 8.79 eV
SMILES: S=C(NCc1cccs1)NC[C@H]1CCCO1
Energy above the lowest of the compared OMol25 structures with the same formula, charge and spin: 4.0001 eV
Energy: -38361.3650 eV

---

Number 2 is which compound? C11H16N2OS2